Molecular formula: C38H31FN5O3STa
Method: DFT, ωB97M-V/def2-TZVPD

Summary:
* charge: +2
* energy: -68598.718 eV
* frontier orbital gap: 0.2527 Ha
* LUMO level: -6.451 eV
* energy relative to the best compared isomer or geometry (same formula, charge and spin): 0.0 kJ/mol

Positions of all 80 atoms, in Å:
Ta1 -0.89 -0.03 1.02
O1 -4.12 1.69 -0.89
C1 -3.43 1.15 -0.07
N1 -2.10 1.41 0.22
C2 -1.46 2.62 -0.17
C3 -1.95 3.58 -1.04
C4 -1.17 4.69 -1.31
C5 0.08 4.85 -0.71
C6 0.55 3.91 0.20
C7 -0.23 2.80 0.48
N2 0.07 1.76 1.40
C8 0.86 1.97 2.51
O2 1.59 2.90 2.73
C9 0.66 0.87 3.53
C10 1.36 0.87 4.71
C11 1.17 -0.17 5.60
C12 0.31 -1.20 5.25
C13 -0.35 -1.14 4.03
N3 -0.21 -0.10 3.20
C14 -3.97 0.11 0.86
C15 -5.30 -0.26 0.84
C16 -5.75 -1.17 1.78
C17 -4.84 -1.67 2.70
C18 -3.52 -1.28 2.63
N4 -3.08 -0.39 1.74
H1 -2.90 3.44 -1.53
H2 -1.53 5.44 -1.99
H3 0.67 5.72 -0.93
H4 1.50 4.05 0.69
H5 2.04 1.70 4.91
H6 1.70 -0.20 6.54
H7 0.16 -2.06 5.89
H8 -0.96 -1.96 3.70
H9 -5.94 0.19 0.10
H10 -6.79 -1.47 1.81
H11 -5.15 -2.38 3.46
H12 -2.80 -1.68 3.33
C19 2.87 0.25 0.49
C20 2.27 -0.99 1.08
O3 1.03 -1.06 1.26
C21 3.09 -2.12 1.47
C22 2.48 -3.35 1.74
C23 3.25 -4.43 2.12
C24 4.63 -4.29 2.24
C25 5.24 -3.07 1.97
C26 4.48 -1.99 1.57
H13 2.09 0.91 0.12
H14 3.56 0.00 -0.32
H15 3.44 0.78 1.26
H16 1.41 -3.44 1.63
H17 2.79 -5.39 2.31
H18 5.23 -5.14 2.54
H19 6.32 -2.97 2.07
H20 4.96 -1.05 1.36
N5 -0.13 -0.18 -0.92
S1 -0.07 0.87 -2.18
C27 1.30 0.30 -3.14
C28 2.44 1.09 -3.10
C29 3.56 0.67 -3.81
C30 3.51 -0.51 -4.53
C31 2.36 -1.29 -4.57
C32 1.23 -0.88 -3.87
C33 -1.49 0.50 -3.19
C34 -2.32 -0.57 -2.92
C35 -3.43 -0.77 -3.73
C36 -3.69 0.10 -4.78
C37 -2.85 1.18 -5.03
C38 -1.74 1.39 -4.23
H21 0.15 -1.13 -1.19
H22 2.45 2.01 -2.54
H23 4.45 1.27 -3.80
H24 4.38 -0.83 -5.09
H25 2.33 -2.20 -5.15
H26 0.32 -1.46 -3.92
H27 -2.11 -1.25 -2.10
H28 -4.08 -1.61 -3.54
H29 -4.56 -0.06 -5.40
H30 -3.07 1.86 -5.84
H31 -1.09 2.24 -4.41
F1 -1.28 -1.92 0.85